ORCA calculation (the ωB97M-V functional and the def2-TZVPD basis) on the molecule C6H9N.

As for the HOMO energy: -8.24 eV. Its strongest force on any atom is 0.0270 Eh/bohr. The LUMO energy comes out at 1.05 eV. As for the HOMO-LUMO gap: 9.30 eV. Its total energy is -288.65031 Ha. Its SMILES is CC=C=CN1CC1. The molecular weight is 95.1 g/mol.

Geometry (Å):
C -1.363 -1.406 -2.278
C -0.810 -0.092 -1.771
C 0.099 0.135 -0.861
C 0.856 0.888 -0.100
N 0.491 1.263 1.209
C 1.381 0.787 2.248
C 0.027 0.200 2.078
H -0.958 -1.644 -3.268
H -2.457 -1.433 -2.372
H -1.087 -2.229 -1.607
H -0.982 0.903 -2.185
H 1.798 1.295 -0.460
H 1.587 1.499 3.040
H 2.226 0.180 1.923
H -0.031 -0.799 1.644
H -0.779 0.455 2.760

Forces on the atoms, in the same order (eV/Å):
0.1 0.0 0.0
0.4 0.0 0.1
0.1 0.1 0.0
0.1 -0.2 -0.1
0.1 0.1 -0.1
0.3 0.0 0.3
-0.2 -0.1 0.2
0.0 0.1 0.1
0.3 0.3 0.1
0.1 0.3 -0.1
-1.2 -0.5 -0.6
0.1 -0.3 0.2
0.0 -0.1 0.0
-0.1 0.1 0.1
0.0 0.2 0.1
0.1 0.0 -0.1

ORCA calculation (the ωB97M-V functional and the def2-TZVPD basis) on a structure of composition C3H6N4O.

As for the HOMO energy: -8.20 eV. Its strongest force on any atom is 0.1739 Eh/bohr. The LUMO energy comes out at 0.18 eV. As for the HOMO-LUMO gap: 8.38 eV. Its total energy is -411.85860 Ha. The molecular weight is 114.1 g/mol.

Geometry (Å):
C 0.369 0.016 -0.362
C -0.161 -1.464 -0.120
C -1.526 -1.348 0.294
H 1.928 -1.577 0.604
H 3.438 -0.017 0.915
H 0.321 -2.349 -0.114
H -2.565 -1.884 0.476
H -2.717 0.120 -0.503
H 0.363 1.416 1.014
N 2.503 -0.443 0.104
N 1.512 0.347 -0.321
N -1.807 0.047 0.109
N -0.769 0.857 -0.483
O -0.367 1.926 0.359

Forces on the atoms, in the same order (eV/Å):
-5.6 -6.9 -1.0
-4.7 3.5 1.6
2.0 2.3 -2.5
2.5 4.3 -1.3
-4.5 -1.2 -3.2
1.8 -2.5 -0.1
3.0 0.4 -0.3
2.3 0.3 1.6
-2.5 2.4 -2.1
1.9 -4.3 3.3
5.7 3.5 1.7
-3.7 0.4 -1.0
0.6 -0.8 0.9
1.2 -1.4 2.3

ORCA calculation (the ωB97M-V functional and the def2-TZVPD basis) on a cluster of 2 separate species, C4H15N3O in total.

As for the HOMO energy (spin up / spin down): -6.92 / -11.81 eV. Its strongest force on any atom is 0.1123 Eh/bohr. The charge is +1. As for the multiplicity: 2. The LUMO energy (spin up / spin down) comes out at -3.22 / -3.22 eV. As for the HOMO-LUMO gap (spin up / spin down): 3.71 / 8.59 eV. Its total energy is -400.53835 Ha. The molecular weight is 121.2 g/mol.

Geometry (Å):
C -0.787 0.372 -0.811
C -0.631 0.534 0.702
C 0.748 -0.167 1.246
N 3.723 -0.437 1.041
C 3.139 0.762 1.240
N 1.799 0.901 1.193
N -1.668 -0.972 -0.979
H -1.365 1.178 -1.311
H 0.144 0.288 -1.206
H -0.584 1.605 1.117
H -1.543 0.140 1.199
H 1.223 -1.011 0.710
H 0.547 -0.486 2.333
H 4.811 -0.372 0.859
H 3.356 -1.339 1.062
H 3.700 1.689 1.375
H 1.421 1.859 1.499
H -1.155 -1.477 -1.655
H -2.584 -0.786 -1.552
H -1.697 -1.389 -0.107
H -4.702 0.071 -2.212
H -3.961 -0.363 -3.333
O -3.933 -0.599 -2.409

Forces on the atoms, in the same order (eV/Å):
-4.2 0.5 2.0
1.3 0.1 1.3
0.3 1.8 1.4
5.6 0.4 -1.4
0.9 1.5 1.2
-5.0 1.9 -0.4
0.7 3.9 -3.5
0.4 -0.6 0.4
2.5 -0.7 -1.7
0.0 -1.4 -1.1
0.6 0.0 0.0
-1.1 0.2 -0.1
0.2 0.1 -1.3
-3.5 -0.5 0.5
-0.7 -1.1 0.3
0.0 -0.7 -0.1
1.1 -2.3 -0.5
0.9 -1.5 -0.5
0.6 0.0 1.6
-0.5 -1.4 1.9
1.9 -1.9 0.7
0.8 -0.6 -1.2
-2.8 2.5 0.4

ORCA calculation (the ωB97M-V functional and the def2-TZVPD basis) on a cluster of 10 separate species, C35H85BIN2O12 in total.

As for the HOMO energy: -11.02 eV. Its strongest force on any atom is 0.1034 Eh/bohr. The charge is +1. The LUMO energy comes out at -4.57 eV. As for the HOMO-LUMO gap: 6.45 eV. Its total energy is -2719.15215 Ha. The molecular weight is 863.8 g/mol.

Geometry (Å):
C 4.834 -5.688 -3.971
C 3.237 -5.606 -3.972
O 2.685 -5.104 -2.687
C 2.721 -3.696 -2.825
C 1.662 -2.840 -3.528
C 0.401 -3.653 -4.130
N 1.633 -1.448 -3.743
N 2.625 -0.679 -3.308
C 3.647 -1.313 -2.606
B 4.830 -0.288 -2.067
O 4.637 0.672 -1.030
O 6.115 -0.457 -2.724
C 5.939 -0.770 -4.139
C 3.887 -2.801 -2.252
I 5.536 -3.611 -1.133
H 5.239 -6.223 -4.890
H 5.239 -6.245 -3.048
H 5.307 -4.638 -3.974
H 2.796 -6.607 -4.276
H 2.958 -4.853 -4.796
H -0.523 -3.218 -3.602
H 0.512 -4.767 -3.898
H 0.246 -3.441 -5.243
H 0.848 -0.991 -4.262
H 4.837 1.559 -1.395
H 5.711 -1.875 -4.335
H 6.905 -0.550 -4.726
H 5.128 -0.096 -4.596
C 2.876 2.389 2.702
C 3.682 1.275 3.352
C 5.042 1.774 3.813
O 3.857 0.212 2.417
H 3.390 2.778 1.817
H 1.906 2.015 2.365
H 2.709 3.213 3.399
H 3.130 0.871 4.205
H 5.631 2.142 2.967
H 5.615 0.961 4.267
H 4.939 2.580 4.544
H 4.343 0.561 1.658
C -2.647 3.857 0.973
C -1.314 3.314 1.461
C -1.244 1.803 1.308
O -1.133 3.659 2.832
H -3.475 3.439 1.553
H -2.689 4.943 1.099
H -2.807 3.622 -0.080
H -0.499 3.779 0.898
H -2.023 1.314 1.900
H -0.286 1.424 1.673
H -1.363 1.506 0.262
H -1.850 3.251 3.339
C 1.770 2.709 -5.680
C 1.095 1.641 -6.525
C 0.069 2.247 -7.468
O 0.451 0.693 -5.669
H 1.038 3.235 -5.059
H 2.496 2.257 -4.998
H 2.286 3.440 -6.306
H 1.848 1.098 -7.102
H -0.722 2.758 -6.909
H -0.416 1.467 -8.061
H 0.534 2.964 -8.148
H -0.219 1.164 -5.154
C -3.472 2.171 -3.290
C -4.386 1.986 -2.087
C -5.752 1.464 -2.503
O -4.539 3.232 -1.413
H -3.892 2.900 -3.990
H -2.498 2.557 -2.977
H -3.321 1.226 -3.820
H -3.926 1.289 -1.380
H -6.251 2.169 -3.176
H -6.400 1.348 -1.631
H -5.669 0.499 -3.009
H -4.945 3.857 -2.028
C 6.025 6.492 6.649
C 5.361 5.419 5.801
C 4.350 6.020 4.837
O 4.704 4.481 6.652
H 5.285 7.024 7.255
H 6.740 6.044 7.345
H 6.553 7.218 6.026
H 6.122 4.870 5.240
H 3.552 6.536 5.381
H 3.873 5.237 4.243
H 4.827 6.732 4.159
H 4.028 4.957 7.153
C -1.460 -0.424 4.956
C -2.817 -0.370 4.272
C -3.882 -1.071 5.100
O -2.727 -0.992 2.989
H -1.130 -1.460 5.089
H -0.702 0.073 4.344
H -1.492 0.060 5.935
H -3.105 0.672 4.108
H -3.637 -2.129 5.238
H -4.849 -1.035 4.591
H -3.987 -0.606 6.083
H -2.473 -1.915 3.121
C 4.294 -10.288 -1.596
C 4.534 -9.746 -2.996
C 4.822 -10.868 -3.981
O 5.637 -8.840 -2.973
H 5.177 -10.818 -1.226
H 4.099 -9.470 -0.896
H 3.443 -10.973 -1.578
H 3.657 -9.183 -3.327
H 5.724 -11.418 -3.694
H 5.004 -10.464 -4.981
H 3.987 -11.571 -4.035
H 6.417 -9.329 -2.681
C -5.689 4.491 3.743
C -5.318 3.372 4.703
C -5.701 3.721 6.133
O -3.912 3.132 4.634
H -5.161 5.416 3.998
H -5.398 4.232 2.721
H -6.764 4.687 3.761
H -5.821 2.449 4.403
H -5.173 4.619 6.470
H -5.419 2.914 6.814
H -6.776 3.894 6.223
H -3.458 3.944 4.898
C -8.960 -1.184 1.199
C -8.696 -0.631 -0.192
C -8.369 -1.743 -1.177
O -7.608 0.290 -0.138
H -8.078 -1.704 1.587
H -9.183 -0.374 1.899
H -9.801 -1.882 1.194
H -9.573 -0.078 -0.540
H -7.466 -2.282 -0.871
H -8.171 -1.330 -2.170
H -9.193 -2.458 -1.253
H -6.827 -0.189 0.169

Forces on the atoms, in the same order (eV/Å):
0.3 0.2 0.6
1.4 -0.2 -1.9
0.2 3.1 -1.7
1.9 3.9 1.2
-1.0 -2.0 -0.7
0.2 1.1 0.7
1.6 -3.7 1.4
1.7 -2.0 1.6
0.1 -0.5 0.7
1.7 0.5 0.0
0.0 -1.2 -2.5
-3.0 0.6 0.1
0.5 0.1 -1.4
-4.6 -0.2 -2.6
-1.5 1.0 -0.8
-0.8 0.6 1.1
-0.8 0.7 -1.5
-0.8 -1.5 0.0
0.3 1.2 1.0
0.2 -1.2 1.1
1.3 -0.9 -0.7
-0.2 1.8 -0.4
0.5 -0.4 1.5
0.9 -0.2 0.2
0.3 -0.6 0.6
0.1 1.5 0.5
-1.4 -0.2 1.3
1.1 -1.2 0.6
-0.3 0.0 0.1
0.4 0.5 -0.4
0.1 -0.1 0.3
-0.1 -0.4 0.0
0.1 0.0 0.1
0.0 0.0 0.1
0.0 0.0 -0.1
0.0 -0.1 -0.2
-0.1 0.1 0.0
-0.1 0.1 0.0
0.0 0.0 0.0
-0.1 0.0 0.1
0.2 0.2 -0.2
-0.7 -0.3 0.2
0.2 -0.1 0.0
0.3 0.1 0.2
0.1 -0.1 -0.1
0.1 -0.1 0.0
-0.1 0.1 0.2
0.0 0.1 0.2
0.0 0.1 -0.1
0.0 0.0 -0.1
0.0 0.0 0.0
0.0 0.0 -0.2
0.3 -0.1 0.1
-0.2 0.8 0.0
-0.1 -0.2 -0.2
-0.1 -0.7 0.5
0.0 0.0 -0.1
0.0 0.0 -0.1
-0.1 0.0 0.1
-0.1 -0.2 0.2
0.1 0.1 0.0
0.1 0.1 0.0
-0.1 0.0 0.1
0.1 0.1 -0.2
0.4 0.0 0.0
-0.4 0.3 -0.6
-0.1 -0.1 0.2
0.1 0.0 0.0
-0.1 -0.1 0.0
0.0 -0.1 0.0
0.0 0.0 0.0
0.0 0.2 0.1
0.2 0.0 -0.1
0.1 0.0 -0.2
0.0 0.0 0.0
0.0 -0.1 0.1
0.3 0.0 0.1
-0.4 0.5 0.3
0.0 -0.1 -0.3
0.1 -0.3 -0.1
0.0 0.0 -0.1
0.0 0.0 -0.1
0.0 0.0 0.1
-0.1 -0.1 0.1
0.1 0.1 0.0
0.1 0.0 0.0
-0.1 0.0 0.0
0.1 -0.1 -0.1
0.2 0.2 0.0
0.2 -0.5 0.3
-0.3 0.1 0.0
-0.1 0.1 -0.3
-0.1 0.0 0.1
-0.1 0.0 0.1
0.0 -0.1 -0.1
0.0 -0.1 -0.2
0.1 0.1 0.1
0.1 0.1 0.0
0.0 -0.1 0.0
0.0 0.2 0.1
-0.2 0.2 0.2
0.4 -0.6 0.3
-0.1 0.0 -0.3
0.0 0.4 -0.1
0.0 -0.1 -0.1
0.0 -0.1 -0.1
0.1 0.0 0.0
0.2 0.1 0.0
-0.1 0.0 0.1
-0.1 0.0 0.1
0.1 0.0 0.0
-0.1 0.0 -0.1
-0.1 -0.1 -0.3
0.0 0.7 0.2
0.0 -0.2 0.2
0.3 -0.3 -0.1
-0.1 0.0 0.1
-0.1 0.0 0.1
0.1 0.0 0.0
0.2 0.0 0.0
-0.1 0.0 -0.1
-0.1 0.0 -0.1
0.1 0.0 0.0
-0.2 -0.1 0.0
-0.2 0.1 0.2
0.4 -0.5 0.3
-0.1 0.0 -0.3
-0.1 0.2 0.0
0.0 -0.1 -0.1
0.0 -0.1 -0.1
0.1 0.0 0.0
0.2 0.1 0.0
-0.1 0.0 0.1
-0.1 0.0 0.1
0.1 0.0 0.0
-0.2 0.0 0.0